{
  "formula": "C28H21BF2N6O5PbSe",
  "method": "ωB97M-V/def2-TZVPD",
  "homo_lumo_gap_ha": [0.1634, 0.1611],
  "fmax_ev_per_a": 1.4,
  "total_charge": -2,
  "multiplicity": 1,
  "e_lumo_ev": [2.65, 2.58],
  "elements": ["Pb", "O", "C", "C", "C", "C", "C", "C", "C", "O", "N", "N", "C", "C", "C", "C", "C", "C", "C", "O", "H", "H", "H", "H", "H", "H", "H", "H", "H", "H", "C", "C", "O", "C", "C", "C", "C", "C", "C", "O", "H", "H", "H", "H", "H", "H", "H", "F", "B", "F", "Se", "N", "C", "C", "C", "C", "N", "C", "N", "H", "H", "H", "N", "C", "H"],
  "positions_angstrom": [[0.32, -0.28, 0.36], [-1.03, 3.48, -2.37], [-2.16, 2.94, -2.87], [-3.08, 3.80, -3.48], [-4.26, 3.30, -4.00], [-4.54, 1.94, -3.93], [-3.63, 1.09, -3.33], [-2.43, 1.56, -2.80], [-1.48, 0.65, -2.09], [-0.45, 1.18, -1.52], [-1.79, -0.62, -2.12], [-0.95, -1.44, -1.39], [-1.13, -2.69, -1.61], [-0.44, -3.83, -1.05], [-0.92, -5.09, -1.44], [-0.35, -6.28, -1.03], [0.78, -6.22, -0.19], [1.30, -5.02, 0.19], [0.72, -3.76, -0.19], [1.25, -2.68, 0.23], [-0.58, 2.72, -1.89], [-2.85, 4.86, -3.51], [-4.97, 3.98, -4.46], [-5.46, 1.55, -4.34], [-3.82, 0.03, -3.25], [-1.91, -2.94, -2.33], [-1.78, -5.12, -2.10], [-0.76, -7.23, -1.34], [1.25, -7.15, 0.14], [2.17, -4.96, 0.82], [3.18, 2.37, -2.45], [3.09, 2.18, -0.94], [3.36, 1.07, -0.48], [2.68, 3.32, -0.13], [3.14, 4.60, -0.50], [2.84, 5.73, 0.23], [1.99, 5.60, 1.34], [1.48, 4.38, 1.70], [1.79, 3.16, 1.00], [1.26, 2.07, 1.37], [2.99, 1.41, -2.92], [4.19, 2.69, -2.72], [2.46, 3.11, -2.79], [3.81, 4.69, -1.35], [3.25, 6.69, -0.05], [1.74, 6.48, 1.92], [0.82, 4.28, 2.55], [-2.66, 1.44, 1.25], [-2.11, 0.21, 1.13], [-3.07, -0.73, 1.34], [1.66, -1.16, 6.92], [0.82, -2.51, 6.22], [0.25, -2.54, 4.99], [-0.69, -3.58, 4.78], [-1.30, -3.73, 3.56], [-1.00, -2.82, 2.55], [-0.09, -1.87, 2.68], [0.58, -1.74, 3.84], [1.63, -0.90, 3.94], [-0.92, -4.22, 5.62], [-2.02, -4.52, 3.39], [-1.50, -2.84, 1.59], [3.41, -0.03, 2.58], [2.42, -0.44, 3.10], [3.49, 0.38, 1.63]],
  "nbo_charge": [1.046, -0.690, 0.344, -0.296, -0.202, -0.292, -0.163, -0.131, 0.562, -0.801, -0.471, -0.359, 0.125, -0.268, -0.146, -0.347, -0.216, -0.274, 0.410, -0.756, 0.521, 0.207, 0.190, 0.192, 0.232, 0.161, 0.188, 0.187, 0.186, 0.197, -0.717, 0.606, -0.605, -0.337, -0.148, -0.346, -0.211, -0.265, 0.435, -0.756, 0.235, 0.209, 0.225, 0.186, 0.185, 0.184, 0.198, -0.552, 0.693, -0.570, 0.267, -0.580, 0.000, -0.143, -0.248, 0.110, -0.455, 0.413, -0.562, 0.214, 0.208, 0.223, -0.658, 0.748, 0.476]
}